[1]
{
  "formula": "C13H15N5O4SSr",
  "method": "ωB97M-V/def2-TZVPD",
  "homo_energy_ev": -8.27,
  "molar_mass_da": 425.0,
  "e_above_lowest_ev": 0.419,
  "elements": ["Sr", "N", "C", "C", "C", "O", "O", "H", "H", "H", "H", "H", "H", "N", "C", "C", "C", "C", "C", "C", "S", "O", "O", "N", "C", "N", "C", "C", "C", "N", "H", "H", "H", "H", "H", "H", "H", "H", "H"],
  "coordinates": [[-0.815, -2.461, 0.183], [-3.549, -1.686, 0.178], [-4.501, -2.826, 0.247], [-4.069, -3.919, -0.743], [-2.584, -4.062, -0.617], [-2.111, -4.382, 0.523], [-1.839, -3.613, -1.556], [-3.765, -0.974, 0.863], [-3.603, -1.204, -0.713], [-5.535, -2.529, 0.064], [-4.454, -3.220, 1.261], [-4.319, -3.635, -1.764], [-4.578, -4.853, -0.500], [5.850, 2.614, -1.100], [4.747, 1.857, -0.738], [4.363, 1.770, 0.601], [3.287, 0.989, 0.971], [2.590, 0.276, 0.002], [2.964, 0.350, -1.337], [4.035, 1.140, -1.705], [1.246, -0.697, 0.479], [1.208, -0.722, 1.931], [1.433, -2.045, -0.132], [-0.126, -0.186, -0.153], [-0.643, 1.053, 0.327], [0.177, 2.010, 0.753], [-0.391, 3.144, 1.151], [-1.757, 3.354, 1.111], [-2.510, 2.294, 0.643], [-1.976, 1.137, 0.256], [6.158, 3.319, -0.455], [5.931, 2.877, -2.066], [4.915, 2.320, 1.356], [2.983, 0.940, 2.008], [2.423, -0.203, -2.095], [4.335, 1.199, -2.746], [0.278, 3.920, 1.509], [-2.208, 4.283, 1.427], [-3.591, 2.371, 0.576]],
  "nbo_charge": [1.84, -0.90, -0.20, -0.52, 0.75, -0.82, -0.81, 0.38, 0.38, 0.18, 0.20, 0.22, 0.23, -0.79, 0.20, -0.28, -0.13, -0.34, -0.16, -0.27, 2.26, -0.97, -1.05, -1.06, 0.55, -0.50, 0.10, -0.35, 0.09, -0.50, 0.38, 0.38, 0.21, 0.24, 0.23, 0.21, 0.20, 0.23, 0.19]
}

=====

[2]
{
  "formula": "C13H15N7PtS",
  "method": "ωB97M-V/def2-TZVPD",
  "homo_energy_ev": [-14.61, -14.61],
  "charge": 2,
  "molar_mass_da": 496.5,
  "elements": ["Pt", "N", "C", "C", "C", "C", "C", "N", "C", "C", "C", "C", "C", "N", "H", "H", "H", "H", "H", "H", "H", "H", "H", "C", "C", "N", "N", "C", "S", "N", "N", "H", "H", "H", "H", "H", "H"],
  "coordinates": [[-0.081, -0.096, 0.059], [0.009, -3.263, -0.644], [1.255, -2.674, -0.654], [2.375, -3.507, -0.794], [3.624, -2.949, -0.852], [3.760, -1.558, -0.770], [2.630, -0.810, -0.622], [1.388, -1.353, -0.558], [-1.257, -2.735, -0.571], [-2.346, -3.615, -0.683], [-3.620, -3.116, -0.693], [-3.817, -1.732, -0.597], [-2.723, -0.932, -0.470], [-1.452, -1.421, -0.450], [0.028, -4.267, -0.747], [2.233, -4.576, -0.862], [4.494, -3.581, -0.963], [4.724, -1.075, -0.818], [2.667, 0.269, -0.541], [-2.157, -4.676, -0.772], [-4.462, -3.788, -0.782], [-4.803, -1.294, -0.613], [-2.805, 0.142, -0.371], [0.256, 5.516, 0.283], [0.042, 4.442, 1.279], [-0.136, 4.589, 2.551], [-0.295, 3.324, 3.036], [-0.218, 2.389, 2.105], [-0.340, 0.680, 2.268], [0.004, 3.091, 0.963], [0.138, 2.472, -0.276], [0.239, 6.474, 0.798], [-0.532, 5.512, -0.471], [1.222, 5.404, -0.212], [-0.454, 3.188, 4.025], [1.026, 2.737, -0.698], [-0.616, 2.787, -0.883]],
  "nbo_charge": [0.85, -0.55, 0.40, -0.25, -0.09, -0.24, 0.05, -0.48, 0.41, -0.25, -0.09, -0.24, 0.05, -0.44, 0.43, 0.25, 0.26, 0.26, 0.21, 0.25, 0.26, 0.26, 0.23, -0.68, 0.38, -0.20, -0.33, 0.25, -0.17, -0.23, -0.65, 0.29, 0.25, 0.25, 0.46, 0.40, 0.41]
}

=====

[3]
{
  "formula": "C13H15O",
  "method": "ωB97M-V/def2-TZVPD",
  "homo_energy_ev": [-12.96, -12.96],
  "charge": 1,
  "molar_mass_da": 187.3,
  "e_above_lowest_ev": 0.390,
  "elements": ["C", "C", "C", "C", "C", "C", "C", "C", "C", "C", "C", "C", "C", "O", "H", "H", "H", "H", "H", "H", "H", "H", "H", "H", "H", "H", "H", "H", "H"],
  "coordinates": [[-2.254, -3.092, -2.384], [-1.592, -4.147, -1.608], [-2.115, -1.788, -1.985], [-0.810, -3.722, -0.600], [-1.186, -1.415, -0.985], [-0.564, -2.398, -0.294], [-0.825, -0.051, -0.745], [-0.078, 0.284, 0.312], [0.669, -0.955, 1.065], [1.684, -0.785, 2.074], [1.525, 1.854, -0.202], [-0.690, 2.749, 0.524], [0.333, 1.685, 0.737], [0.357, -2.146, 0.653], [-3.034, -3.275, -3.039], [-1.542, -5.166, -1.842], [-2.662, -0.942, -2.431], [-0.307, -4.522, 0.031], [-1.003, 0.640, -1.572], [1.448, -1.457, 2.893], [1.879, 0.242, 2.490], [2.724, -1.150, 1.671], [1.158, 1.634, -1.166], [2.449, 1.209, 0.026], [1.805, 2.898, -0.151], [-0.338, 3.685, 0.968], [-1.583, 2.395, 1.032], [-0.794, 2.729, -0.527], [0.633, 1.706, 1.785]],
  "nbo_charge": [-0.16, -0.15, -0.18, -0.22, -0.10, 0.27, -0.12, 0.00, 0.58, -0.75, -0.59, -0.59, -0.26, -0.35, 0.23, 0.24, 0.23, 0.24, 0.25, 0.29, 0.28, 0.30, 0.20, 0.21, 0.23, 0.24, 0.22, 0.20, 0.22]
}

=====

[4]
{
  "formula": "C13H15OsPSe2",
  "method": "ωB97M-V/def2-TZVPD",
  "s2": 6.0281,
  "spin_multiplicity": 5,
  "homo_energy_ev": [-15.78, -15.91],
  "charge": 2,
  "molar_mass_da": 550.4,
  "e_above_lowest_ev": 0.709,
  "elements": ["Os", "C", "H", "H", "H", "H", "H", "Se", "P", "Se", "C", "C", "C", "C", "C", "C", "C", "C", "C", "C", "C", "C", "H", "H", "H", "H", "H", "H", "H", "H", "H", "H"],
  "coordinates": [[-0.105, -0.696, 0.003], [0.503, 1.215, -0.338], [0.144, 2.106, 0.212], [1.592, 1.138, -0.221], [0.304, 1.361, -1.417], [-1.279, 0.736, -0.017], [1.062, -1.787, -0.518], [0.830, -1.409, 2.037], [-1.171, -2.379, 2.005], [-2.314, -1.470, 0.347], [-1.197, -4.178, 1.705], [-1.926, -5.044, 2.555], [-2.065, -6.387, 2.207], [-1.509, -6.881, 1.022], [-0.806, -6.015, 0.174], [-0.652, -4.670, 0.509], [-1.882, -2.183, 3.664], [-1.060, -2.441, 4.778], [-1.620, -2.492, 6.053], [-2.993, -2.282, 6.233], [-3.799, -1.992, 5.132], [-3.253, -1.922, 3.839], [-2.368, -4.670, 3.485], [-2.647, -7.038, 2.868], [-1.643, -7.931, 0.761], [-0.377, -6.364, -0.766], [-0.117, -4.001, -0.172], [0.016, -2.588, 4.636], [-0.974, -2.709, 6.902], [-3.434, -2.348, 7.232], [-4.866, -1.825, 5.260], [-3.881, -1.671, 2.979]],
  "lowdin_spin": [2.10, 0.23, 0.02, 0.06, 0.03, 0.15, 0.02, 0.46, 0.11, 0.63, 0.05, 0.01, 0.01, 0.03, 0.00, 0.03, 0.03, 0.01, 0.00, 0.01, 0.00, 0.01, 0.00, 0.00, 0.00, 0.00, 0.00, 0.00, 0.00, 0.00, 0.00, 0.00]
}

=====

[5]
{
  "formula": "C13H16Br2INO3",
  "method": "ωB97M-V/def2-TZVPD",
  "smiles": "C[N+](C)(C)[C@H](CCOc1c(Br)cc(Br)cc1I)C(=O)[O-]",
  "homo_energy_ev": -8.03,
  "molar_mass_da": 521.0,
  "e_above_lowest_ev": 0.483,
  "elements": ["C", "N", "C", "C", "C", "C", "C", "O", "C", "C", "Br", "C", "C", "Br", "C", "C", "I", "C", "O", "O", "H", "H", "H", "H", "H", "H", "H", "H", "H", "H", "H", "H", "H", "H", "H", "H"],
  "coordinates": [[-2.104, -2.088, 1.483], [-1.968, -0.618, 1.548], [-3.225, 0.046, 1.093], [-2.047, -0.123, 3.022], [-0.610, -0.272, 0.834], [0.661, -0.985, 1.283], [1.962, -0.640, 0.503], [2.078, -1.041, -0.824], [2.208, -0.080, -1.854], [1.152, -0.157, -2.808], [-0.205, -1.443, -2.692], [0.946, 0.851, -3.779], [2.021, 1.787, -4.020], [1.879, 3.192, -5.268], [3.086, 1.807, -3.162], [3.165, 0.929, -1.997], [4.927, 1.263, -0.570], [-0.282, 1.305, 0.817], [0.061, 1.861, 1.855], [-0.290, 1.907, -0.297], [-1.756, -2.583, 2.440], [-3.067, -2.459, 1.186], [-1.504, -2.517, 0.626], [-4.038, -0.497, 1.592], [-3.349, 0.005, 0.062], [-3.052, 1.120, 1.415], [-2.948, -0.337, 3.651], [-1.900, 0.905, 3.016], [-1.320, -0.540, 3.679], [-0.687, -0.620, -0.196], [0.733, -0.669, 2.316], [0.588, -2.128, 1.454], [2.870, -0.954, 1.013], [2.076, 0.464, 0.382], [0.036, 0.899, -4.380], [3.903, 2.407, -3.420]],
  "nbo_charge": [-0.43, -0.22, -0.39, -0.42, -0.15, -0.46, -0.06, -0.53, 0.21, -0.10, 0.09, -0.21, -0.09, 0.09, -0.27, -0.09, 0.12, 0.72, -0.73, -0.74, 0.23, 0.23, 0.24, 0.21, 0.23, 0.25, 0.23, 0.26, 0.22, 0.24, 0.24, 0.20, 0.20, 0.21, 0.24, 0.23]
}

=====

[6]
{
  "formula": "C13H16Br2NO4S",
  "method": "ωB97M-V/def2-TZVPD",
  "homo_energy_ev": -11.75,
  "charge": 1,
  "molar_mass_da": 442.1,
  "elements": ["C", "C", "Br", "C", "Br", "O", "C", "O", "C", "C", "C", "N", "C", "C", "H", "H", "H", "H", "H", "H", "H", "H", "C", "C", "C", "S", "O", "O", "C", "H", "H", "H", "H", "H", "H", "H", "H"],
  "coordinates": [[-0.324, 3.367, -4.626], [-0.347, 1.851, -4.679], [-0.780, 0.980, -6.326], [-0.066, 1.137, -3.591], [-0.123, -0.779, -3.574], [0.294, 1.838, -2.434], [-0.532, 1.589, -1.385], [-1.635, 1.122, -1.440], [0.089, 1.956, -0.039], [-0.399, 2.986, 0.761], [0.271, 3.231, 1.933], [1.336, 2.500, 2.259], [1.821, 1.507, 1.512], [1.210, 1.197, 0.326], [-1.095, 3.736, -5.317], [0.647, 3.780, -4.925], [-0.581, 3.765, -3.640], [-1.256, 3.583, 0.459], [-0.026, 4.037, 2.602], [1.827, 2.696, 3.127], [2.708, 0.945, 1.798], [1.553, 0.398, -0.331], [-1.293, -3.423, 1.030], [-0.908, -4.231, 2.275], [0.557, -3.909, 2.598], [0.852, -2.253, 1.980], [1.811, -2.319, 0.902], [1.026, -1.341, 3.091], [-0.776, -2.010, 1.277], [-2.368, -3.430, 0.860], [-0.809, -3.849, 0.148], [-1.543, -3.934, 3.112], [-1.049, -5.300, 2.121], [0.752, -3.931, 3.667], [1.239, -4.584, 2.083], [-0.701, -1.413, 0.368], [-1.383, -1.491, 2.019]],
  "nbo_charge": [-0.66, -0.09, 0.13, 0.13, 0.10, -0.50, 0.76, -0.49, 0.00, -0.21, 0.09, -0.42, 0.11, -0.21, 0.25, 0.24, 0.22, 0.27, 0.25, 0.45, 0.27, 0.28, -0.41, -0.40, -0.68, 2.16, -0.95, -0.96, -0.67, 0.24, 0.22, 0.21, 0.24, 0.26, 0.26, 0.25, 0.24]
}